# 1
Below is a structure of composition C10H27BBeF4NO6 at a distorted geometry, with properties calculated with ωB97M-V with the def2-TZVPD basis set.

ORCA input file:
```
! RIJCOSX wB97M-V def2-TZVPD def2/J DEFGRID3
* xyz 1 1
F -0.84 -2.11 2.07
F 1.00 -0.98 2.66
F -0.99 -0.05 3.09
F -0.36 -1.95 4.29
O 0.12 -2.43 -0.53
O -2.39 -0.89 0.36
O -1.09 -0.12 -1.85
O -1.60 1.74 0.82
O 0.93 1.48 2.03
O 0.99 1.64 -0.65
N 2.18 -0.80 -0.05
C 1.28 -2.62 -1.35
C -3.09 -0.90 -0.88
C 2.01 -1.30 -1.43
C -0.74 -3.55 -0.41
C -2.50 0.07 -1.84
C -1.20 2.64 1.85
C 0.31 2.75 1.92
C 0.42 2.54 -1.57
C 2.38 1.54 -0.84
C 2.95 0.46 0.01
B -0.33 -1.29 3.08
Be -0.18 -0.19 0.50
H -1.13 -3.80 -1.40
H 1.46 1.39 2.82
H 1.88 -3.45 -0.96
H -0.75 -0.27 -2.73
H -2.85 -0.03 -2.86
H 2.82 2.49 -0.52
H -0.14 -4.40 -0.09
H 3.98 0.23 -0.27
H 0.85 3.52 -1.38
H -2.98 -1.88 -1.36
H 0.65 3.30 1.04
H -2.74 1.10 -1.55
H -4.15 -0.77 -0.67
H -1.59 -3.41 0.26
H 2.72 -1.50 0.46
H 0.95 -3.00 -2.33
H 2.62 1.41 -1.90
H 0.55 2.24 -2.61
H 0.67 3.36 2.75
H -2.55 1.86 0.77
H -0.66 2.62 -1.46
H -1.55 2.27 2.82
H -2.97 -1.24 1.04
H -1.72 3.60 1.77
H 1.44 -0.61 -2.06
H 2.93 0.73 1.07
H 2.98 -1.48 -1.91
*
```

For the HOMO-LUMO gap, the calculation gives 9.934 eV.

Results of the Löwdin charge analysis, in e, for atoms 1 through 5: atom 1 (F): 0.123, atom 2 (F): 0.088, atom 3 (F): 0.123, atom 4 (F): 0.171, atom 5 (O): -0.244



# 2
Below is a cluster of 2 separate species, C10H27BrN3O4PSi in total at a distorted geometry, with properties calculated with ωB97M-V with the def2-TZVPD basis set.

ORCA input file:
```
! RIJCOSX wB97M-V def2-TZVPD def2/J DEFGRID3
* xyz 0 1
Br -6.48 -4.17 0.44
P 1.14 1.81 0.33
Si -2.24 -3.86 -0.58
O -3.95 -6.66 0.21
O 0.54 0.61 -0.32
O -3.73 -4.65 -0.78
O -4.93 -4.86 1.13
N 0.89 2.98 -0.92
N 2.76 1.37 0.55
N 1.13 3.02 1.59
C -2.48 -2.02 -0.74
C 3.05 -0.06 0.48
C 1.73 3.02 -2.11
C -1.11 -4.43 -1.96
C -4.17 -5.49 0.15
C 0.30 2.65 2.74
C -0.52 3.16 -1.21
C 1.00 4.44 1.31
C 3.89 2.16 0.13
C -1.41 -4.25 1.05
H -1.09 -3.72 -2.79
H -1.97 -4.88 1.74
H -1.05 3.50 -0.32
H 1.72 4.77 0.57
H 2.78 3.04 -1.85
H 0.00 4.74 0.99
H 1.55 2.18 -2.79
H 1.52 3.95 -2.64
H 4.77 1.88 0.72
H -0.77 2.72 2.53
H 0.52 1.62 3.04
H -2.75 -1.80 -1.77
H -1.23 -3.30 1.56
H -1.46 -5.40 -2.33
H 4.13 2.01 -0.92
H 3.73 3.22 0.32
H -1.00 2.24 -1.56
H -3.26 -1.67 -0.06
H 0.53 3.29 3.59
H -0.43 -4.68 0.86
H 3.13 -0.43 -0.55
H 4.00 -0.25 0.99
H -0.10 -4.53 -1.58
H -0.64 3.93 -1.98
H 2.28 -0.64 0.98
H -1.55 -1.53 -0.47
H 1.23 4.96 2.24
*
```

As for the SMILES: CN(C)P(=O)(N(C)C)N(C)C.C[Si](C)(C)OC(=O)OBr. For the HOMO-LUMO gap, the calculation gives 7.757 eV.

Results of the Löwdin charge analysis, in e, for atoms 1 through 5: atom 1 (Br): 0.843, atom 2 (P): 0.657, atom 3 (Si): 0.476, atom 4 (O): 0.170, atom 5 (O): -0.297



# 3
Below is a structure of composition C10H27Cl2IrO2P2 at a distorted geometry, with properties calculated with ωB97M-V with the def2-TZVPD basis set.

ORCA input file:
```
! RIJCOSX wB97M-V def2-TZVPD def2/J DEFGRID3
* xyz 2 5
Ir -0.10 0.04 -0.21
Cl -0.44 -0.21 -3.63
Cl -2.28 -0.11 -0.86
P -0.32 2.28 -0.50
P -0.05 -2.24 -0.20
O 2.10 0.45 -3.62
O 1.35 0.03 1.32
C -0.10 2.82 -2.21
C 1.24 -3.00 0.85
C 1.19 0.10 -4.33
C 1.15 -0.07 -5.81
C 0.26 -2.91 -1.85
C 0.74 0.23 2.65
C -1.93 2.92 0.07
C 1.85 0.15 3.69
C 0.88 3.28 0.46
C -1.57 -2.99 0.46
H -2.73 2.44 -0.50
H 0.22 1.20 2.64
H 0.71 -1.04 -6.07
H 2.52 1.01 3.62
H 0.17 -4.00 -1.85
H 1.08 -2.77 1.90
H 1.38 0.18 4.68
H 2.00 0.75 1.18
H -0.47 -2.48 -2.54
H -1.72 -2.66 1.50
H 0.81 2.36 -2.62
H 2.44 -0.77 3.61
H 0.57 0.74 -6.26
H 0.75 3.12 1.53
H -1.98 4.01 -0.07
H 0.72 4.34 0.23
H -0.01 -0.56 2.75
H 1.90 3.00 0.16
H -2.06 2.68 1.13
H -2.43 -2.67 -0.14
H 1.20 -4.09 0.71
H 2.18 -0.04 -6.19
H 2.22 -2.64 0.53
H 1.26 -2.62 -2.16
H -1.48 -4.09 0.44
H -0.01 3.92 -2.25
H -0.97 2.51 -2.80
*
```

For the HOMO-LUMO gap (spin up / spin down), the calculation gives 7.967 / 5.592 eV.

Results of the Löwdin charge analysis, in e, for atoms 1 through 5: atom 1 (Ir): 1.014, atom 2 (Cl): 0.657, atom 3 (Cl): 0.228, atom 4 (P): 0.555, atom 5 (P): 0.564



# 4
Below is a structure of composition C10H27Cl2O2P2PmS at a distorted geometry, with properties calculated with ωB97M-V with the def2-TZVPD basis set.

ORCA input file:
```
! RIJCOSX wB97M-V def2-TZVPD def2/J DEFGRID3
* xyz 2 5
Pm -0.84 0.64 -0.44
Cl -3.30 -0.01 -0.85
Cl -0.44 3.14 -0.90
S -0.04 -2.34 0.88
P -0.82 1.33 2.29
P 0.50 -0.01 -2.83
O 2.38 0.09 1.19
O 1.09 -2.37 -0.12
C -2.59 1.88 2.24
C 2.32 1.03 0.52
C 0.20 -3.75 1.98
C 1.89 0.90 -3.57
C -0.99 0.36 -3.86
C 0.10 2.75 2.94
C -0.76 0.00 3.53
C 0.81 -1.79 -3.11
C 2.82 2.22 -0.04
C -1.54 -2.92 0.04
H -2.41 -2.68 0.66
H -0.31 3.11 3.89
H -2.87 2.39 3.16
H 1.06 -3.52 2.62
H 1.15 2.46 3.08
H -0.09 -2.36 -2.83
H 2.50 3.08 0.60
H 2.45 2.37 -1.07
H -1.45 -0.81 3.23
H -2.73 2.57 1.39
H 1.68 1.98 -3.48
H 0.41 -4.64 1.37
H -3.25 1.01 2.09
H 3.93 2.17 -0.05
H 1.62 -2.10 -2.43
H 2.80 0.68 -2.98
H -0.72 0.46 -4.92
H -1.43 -3.99 -0.10
H -1.44 1.30 -3.52
H -1.74 -0.44 -3.75
H 2.06 0.64 -4.62
H -1.03 0.35 4.53
H -0.71 -3.86 2.57
H 0.06 3.57 2.20
H -1.63 -2.44 -0.94
H 0.26 -0.41 3.54
H 1.08 -2.02 -4.14
*
```

For the HOMO-LUMO gap (spin up / spin down), the calculation gives 5.831 / 5.849 eV.

Results of the Löwdin charge analysis, in e, for atoms 1 through 5: atom 1 (Pm): 0.728, atom 2 (Cl): -0.106, atom 3 (Cl): -0.096, atom 4 (S): 0.728, atom 5 (P): 0.654



Question: What is the formula in the third record?
Answer: C10H27Cl2IrO2P2